1.
Below is a cluster of 2 separate species, C2H5F3NP in total, with properties calculated with ωB97M-V/def2-TZVPD.

Last columns: bonded neighbours and bond lengths (Å).
Positions of all 12 atoms, in Å:
1 C -1.5293 -0.4492 -0.3285  P7 1.919, H8 1.035, H9 1.196, H10 1.076
2 C 1.5447 -0.6011 1.4589  F4 1.402, F5 1.347, F6 1.317
3 N -0.1548 1.4824 -1.3985  P7 1.715, H11 0.952, H12 1.006
4 F 2.6145 -0.1563 0.6699  C2 1.402
5 F 1.3081 -1.9251 1.3939  C2 1.347
6 F 1.7004 -0.3052 2.7330  C2 1.317
7 P -0.5113 1.0787 0.2299  C1 1.919, N3 1.715
8 H -2.4422 -0.1279 -0.6959  C1 1.035
9 H -1.7547 -1.0645 0.6724  C1 1.196
10 H -1.1509 -0.9791 -1.1856  C1 1.076
11 H -0.1747 0.8484 -2.1084  N3 0.952
12 H 0.5502 2.1987 -1.4410  N3 1.006

Properties
E_HOMO (spin up / spin down)   -0.27871 / -0.31802 Eh
Gap between HOMO and LUMO (spin up / spin down)   7.359 / 8.474 eV

***

2.
Below is a cluster of 2 separate species, C2H5F3Si in total, with properties calculated with ωB97M-V/def2-TZVPD.

Last columns: bonded neighbours and bond lengths (Å).
Positions of all 11 atoms, in Å:
1 C 1.6685 -0.0218 0.1005  C2 1.550, H7 1.113, H8 1.117, H9 1.191
2 C 0.6590 1.1383 -0.0947  C1 1.550, H10 1.083, H11 1.101
3 F -2.6697 -1.4167 -1.3076  Si6 1.548
4 F -3.0072 0.3655 0.4167  Si6 1.645
5 F -1.5215 -1.7352 0.8280  Si6 1.591
6 Si -1.8699 -0.6179 -0.2497  F3 1.548, F4 1.645, F5 1.591
7 H 1.6667 -0.8544 -0.6374  C1 1.113
8 H 2.6718 0.4652 0.1560  C1 1.117
9 H 1.5098 -0.6147 1.1214  C1 1.191
10 H 0.8618 1.6820 -1.0096  C2 1.083
11 H 0.0307 1.6097 0.6764  C2 1.101

Properties
E_HOMO (spin up / spin down)   -0.33918 / -0.33423 Eh
ΔE to the lowest compared entry with this formula, charge and spin   2.7374 eV
Gap between HOMO and LUMO (spin up / spin down)   8.750 / 7.684 eV

***

Results for max |F|: 4.6; 2.9 (in eV/A, following the order of the records).